Entry from OMol25: a structure of composition C30H26N10O2S2Zr in a non-equilibrium geometry (wB97M-V/def2-TZVPD).

Geometry (Å):
Zr  -0.29  0.13  0.26
O  -1.75  3.68  -1.44
C  -1.29  2.57  -1.26
N  -1.74  1.60  -0.40
C  -2.31  2.19  0.78
C  -3.65  2.47  0.96
C  -4.06  3.12  2.12
C  -3.13  3.49  3.08
C  -1.78  3.20  2.92
C  -1.37  2.52  1.77
N  -0.10  1.97  1.53
C  1.03  2.29  2.19
O  1.31  3.24  2.91
C  2.04  1.16  1.98
C  3.49  1.25  2.07
C  4.22  0.29  1.48
C  3.62  -0.90  0.80
C  2.19  -1.12  1.32
N  1.47  0.06  1.67
C  0.01  2.25  -1.96
C  0.33  2.84  -3.18
C  1.57  2.59  -3.73
C  2.47  1.79  -3.03
C  2.08  1.25  -1.83
N  0.87  1.46  -1.31
H  -4.36  2.21  0.18
H  -5.11  3.36  2.26
H  -3.45  4.01  3.97
H  -1.05  3.47  3.67
H  3.93  2.14  2.51
H  5.30  0.40  1.42
H  3.76  -0.85  -0.29
H  0.74  -2.48  0.91
H  -0.41  3.47  -3.65
H  1.84  3.02  -4.69
H  3.46  1.58  -3.42
H  2.74  0.60  -1.27
N  -1.73  -0.03  -3.00
C  -0.64  -0.85  -3.03
N  -0.32  -1.33  -4.22
C  0.78  -2.10  -4.22
N  1.19  -2.54  -5.44
N  1.50  -2.45  -3.17
C  1.10  -1.95  -1.98
N  0.01  -1.08  -1.88
C  1.78  -2.30  -0.83
C  2.87  -3.24  -0.74
C  3.76  -3.34  0.26
C  3.95  -2.32  1.37
C  2.76  -2.10  2.30
N  1.23  -1.76  0.39
H  -2.27  -0.03  -3.85
H  -2.22  0.12  -2.13
H  0.54  -2.45  -6.20
H  1.88  -3.28  -5.46
H  2.95  -3.94  -1.57
H  4.48  -4.15  0.24
H  4.91  -2.45  1.86
H  2.77  -2.03  3.38
C  -3.56  -1.45  3.75
C  -2.72  -1.31  2.51
S  -1.17  -0.68  2.67
C  -3.23  -1.71  1.26
C  -4.62  -2.28  1.13
S  -2.31  -1.61  -0.15
H  -3.02  -1.06  4.62
H  -3.82  -2.50  3.94
H  -4.49  -0.89  3.65
H  -5.01  -2.66  2.07
H  -4.63  -3.09  0.40
H  -5.29  -1.51  0.76

Its orbital gap (spin up / spin down) is 0.1181 / 0.1177 Ha. For the energy above the lowest of the compared OMol25 structures with the same formula, charge and spin, the calculation gives 155.3 kcal per mole. The total energy comes out at -73479.890 eV. Its LUMO energy (spin up / spin down) is -3.13 / -3.11 eV. For the HOMO energy (spin up / spin down), the calculation gives -6.347 / -6.318 eV. Its max |F| is 0.03040 hartree/bohr.

Entry from OMol25: a structure of composition C40H51N2O4SSbSr in a non-equilibrium geometry (wB97M-V/def2-TZVPD).

Geometry (Å):
Sr  1.15  1.11  0.53
C  1.70  2.86  1.51
C  1.07  2.42  2.84
N  -0.14  1.64  2.64
C  -1.44  2.38  2.86
C  -1.46  3.91  2.86
S  -1.42  4.74  1.23
C  0.29  5.37  1.09
C  0.98  4.58  -0.02
N  0.88  3.14  0.34
H  2.29  1.96  1.41
H  2.36  3.65  1.85
H  0.97  3.29  3.49
H  1.86  1.86  3.34
H  -0.13  0.87  3.31
H  -1.82  2.08  3.84
H  -2.11  2.02  2.09
H  -0.69  4.36  3.48
H  -2.42  4.21  3.29
H  0.80  5.20  2.04
H  0.27  6.45  0.92
H  2.02  4.89  -0.16
H  0.46  4.71  -0.97
H  1.41  2.66  -0.41
C  -0.27  -3.72  -3.97
C  -1.25  -3.09  -2.97
C  -2.65  -3.64  -3.15
O  -0.83  -3.31  -1.65
C  0.06  -2.25  -1.34
C  -0.56  -1.03  -2.08
O  -1.24  -1.67  -3.15
C  -1.42  0.07  -1.38
O  -0.53  0.74  -0.60
C  -1.94  1.12  -2.40
C  -2.50  2.27  -1.84
C  -2.90  3.33  -2.63
C  -2.74  3.27  -4.01
C  -2.17  2.14  -4.58
C  -1.78  1.07  -3.78
C  -2.62  -0.44  -0.59
C  -3.72  -0.98  -1.25
C  -4.85  -1.37  -0.53
C  -4.90  -1.18  0.84
C  -3.82  -0.60  1.49
C  -2.69  -0.25  0.78
C  0.54  -2.25  0.15
O  1.11  -1.03  0.37
C  1.65  -3.34  0.22
C  2.87  -3.03  -0.40
C  3.91  -3.95  -0.42
C  3.76  -5.19  0.20
C  2.57  -5.49  0.83
C  1.52  -4.57  0.85
C  -0.50  -2.57  1.24
C  -0.30  -1.96  2.48
C  -1.09  -2.29  3.58
C  -2.09  -3.25  3.46
C  -2.29  -3.86  2.23
C  -1.50  -3.54  1.13
H  -0.13  -4.77  -3.72
H  0.69  -3.21  -3.93
H  -0.68  -3.64  -4.98
H  -2.61  -4.73  -3.25
H  -3.10  -3.22  -4.05
H  -3.25  -3.38  -2.28
H  0.99  -2.42  -1.90
H  0.30  -0.42  -2.39
H  -2.54  2.31  -0.76
H  -3.33  4.22  -2.17
H  -3.05  4.10  -4.63
H  -2.03  2.09  -5.65
H  -1.35  0.19  -4.24
H  -3.71  -1.07  -2.33
H  -5.70  -1.80  -1.05
H  -5.78  -1.47  1.40
H  -3.87  -0.43  2.56
H  -1.80  0.18  1.21
H  2.95  -2.04  -0.82
H  4.85  -3.70  -0.91
H  4.57  -5.90  0.18
H  2.45  -6.44  1.33
H  0.60  -4.82  1.36
H  0.47  -1.22  2.49
H  -0.92  -1.82  4.54
H  -2.70  -3.51  4.31
H  -3.07  -4.61  2.13
H  -1.67  -4.04  0.19
C  5.58  1.89  -0.87
Sb  3.56  2.07  -0.19
C  4.02  1.20  1.84
C  4.38  3.93  0.52
H  5.78  2.84  -1.37
H  5.85  1.09  -1.54
H  6.21  1.88  0.01
H  5.06  0.88  1.81
H  3.42  0.44  2.33
H  4.00  2.10  2.46
H  5.31  3.65  1.01
H  3.85  4.60  1.19
H  4.63  4.50  -0.38

Its orbital gap is 0.2532 Ha. For the energy above the lowest of the compared OMol25 structures with the same formula, charge and spin, the calculation gives 227.8 kcal per mole. The total energy comes out at -71677.129 eV. Its LUMO energy is -0.28 eV. For the HOMO energy, the calculation gives -7.165 eV. Its max |F| is 0.34269 hartree/bohr.

Entry from OMol25: a structure of composition C7H9N in a non-equilibrium geometry (wB97M-V/def2-TZVPD).

Geometry (Å):
C  1.18  2.05  0.06
C  -0.10  1.16  -0.14
C  -1.37  1.64  0.04
C  0.14  -0.22  -0.19
C  -0.89  -1.15  0.30
C  -2.22  -1.51  -0.12
C  1.53  -1.00  -0.33
H  2.17  1.59  -0.35
H  1.11  2.19  1.31
H  1.20  3.08  -0.52
H  -1.62  2.33  -0.87
H  -1.98  0.47  0.10
H  -1.35  2.28  1.36
H  -0.42  -1.94  0.94
H  -2.80  -2.12  0.73
H  -2.80  -1.35  -1.38
N  2.40  -1.76  0.13

Its orbital gap is 0.3180 Ha. For the energy above the lowest of the compared OMol25 structures with the same formula, charge and spin, the calculation gives 192.1 kcal per mole. The total energy comes out at -8886.826 eV. Its LUMO energy is -0.06 eV. For the HOMO energy, the calculation gives -8.718 eV. Its max |F| is 0.16881 hartree/bohr.

Entry from OMol25: a structure of composition C43H57As2N4O2PSn in a non-equilibrium geometry (wB97M-V/def2-TZVPD).

Geometry (Å):
Sn  0.72  1.90  1.99
C  -3.69  1.51  -1.02
C  -3.64  0.46  0.02
As  -2.88  -1.34  -0.41
C  -4.30  -2.19  -1.43
C  -4.81  -1.66  -2.63
C  -5.82  -2.32  -3.30
C  -6.38  -3.52  -2.81
C  -5.81  -4.08  -1.65
C  -4.82  -3.40  -0.94
C  -1.63  -0.81  -1.83
C  -0.73  0.25  -1.66
C  0.02  0.69  -2.77
C  -0.10  0.08  -4.02
C  -0.91  -1.03  -4.14
C  -1.68  -1.50  -3.06
As  -2.71  3.23  -0.55
C  -2.06  3.69  -2.38
C  -0.76  4.20  -2.38
C  -0.14  4.47  -3.59
C  -0.83  4.28  -4.81
C  -2.13  3.79  -4.77
C  -2.78  3.52  -3.55
C  -4.27  4.45  -0.33
C  -4.75  4.52  0.99
C  -5.65  5.52  1.35
C  -6.11  6.45  0.40
C  -5.59  6.36  -0.90
C  -4.72  5.37  -1.28
H  -4.69  1.90  -1.30
H  -3.20  1.29  -1.98
H  -4.67  0.25  0.41
H  -3.03  0.75  0.89
H  -4.39  -0.75  -3.04
H  -6.18  -1.90  -4.22
H  -7.20  -4.03  -3.36
H  -6.13  -5.07  -1.29
H  -4.38  -3.83  -0.03
H  -0.62  0.66  -0.65
H  0.71  1.55  -2.63
H  0.43  0.52  -4.86
H  -0.98  -1.57  -5.08
H  -2.31  -2.39  -3.16
H  -0.24  4.42  -1.44
H  0.91  4.77  -3.64
H  -0.31  4.41  -5.77
H  -2.67  3.69  -5.71
H  -3.79  3.14  -3.53
H  -4.38  3.86  1.78
H  -6.03  5.58  2.36
H  -6.89  7.13  0.62
H  -5.98  7.03  -1.66
H  -4.38  5.27  -2.32
C  -1.77  0.57  4.92
C  -0.96  1.12  3.78
O  0.21  1.57  4.06
O  -1.37  1.13  2.60
H  -1.65  1.10  5.87
H  -1.47  -0.49  5.13
H  -2.84  0.59  4.63
N  1.52  0.08  1.65
P  2.68  -0.90  1.52
N  2.97  -1.83  2.91
C  2.91  -1.12  4.18
C  2.73  -2.04  5.40
C  3.81  -3.12  5.46
C  4.43  -3.46  4.07
C  3.43  -3.23  2.96
N  2.35  -2.13  0.40
C  2.66  -1.96  -1.04
C  2.94  -3.30  -1.65
C  1.76  -4.30  -1.46
C  1.20  -4.29  -0.03
C  1.05  -2.87  0.53
N  4.09  -0.17  1.04
C  5.35  -0.89  0.85
C  6.13  -0.33  -0.37
C  6.61  1.09  -0.08
C  5.71  1.83  0.93
C  4.28  1.32  1.04
H  2.05  -0.43  4.14
H  3.82  -0.52  4.37
H  1.70  -2.51  5.37
H  2.72  -1.40  6.30
H  3.30  -4.06  5.88
H  4.61  -2.82  6.17
H  4.78  -4.50  3.99
H  5.31  -2.83  3.88
H  2.60  -3.90  3.17
H  3.91  -3.50  2.01
H  3.55  -1.30  -1.11
H  1.77  -1.48  -1.49
H  3.89  -3.71  -1.17
H  3.20  -3.21  -2.72
H  1.99  -5.33  -1.79
H  0.93  -3.97  -2.15
H  1.89  -4.82  0.66
H  0.24  -4.82  0.04
H  0.73  -2.88  1.57
H  0.26  -2.31  0.01
H  5.13  -1.97  0.68
H  5.98  -0.80  1.77
H  5.47  -0.34  -1.25
H  6.97  -1.03  -0.63
H  6.72  1.68  -1.01
H  7.64  1.07  0.35
H  5.66  2.88  0.60
H  6.27  1.89  1.92
H  3.67  1.74  0.26
H  3.84  1.70  1.96

Its orbital gap is 0.3039 Ha. For the energy above the lowest of the compared OMol25 structures with the same formula, charge and spin, the calculation gives 0.0 kcal per mole. The total energy comes out at -192369.763 eV. Its LUMO energy is 0.55 eV. For the HOMO energy, the calculation gives -7.718 eV. Its max |F| is 0.05466 hartree/bohr.

Entry from OMol25: the molecule C2H6ClN in a non-equilibrium geometry (wB97M-V/def2-TZVPD).

Geometry (Å):
C  0.88  0.63  0.03
N  0.06  -0.37  -0.61
C  -1.23  -0.75  0.19
Cl  -2.55  0.35  0.03
H  1.81  0.45  -0.52
H  0.64  1.64  -0.19
H  0.80  0.65  1.14
H  -0.16  0.07  -1.53
H  -0.79  -0.77  1.27
H  -1.69  -1.74  -0.10

Its orbital gap is 0.3804 Ha. For the energy above the lowest of the compared OMol25 structures with the same formula, charge and spin, the calculation gives 29.9 kcal per mole. The total energy comes out at -16182.733 eV. Its LUMO energy is 1.10 eV. For the HOMO energy, the calculation gives -9.252 eV. Its max |F| is 0.07060 hartree/bohr.

Which of these has the highest energy above the lowest of the compared OMol25 structures with the same formula, charge and spin?
C40H51N2O4SSbSr

Number 1 is which compound?
C30H26N10O2S2Zr